DFT (wB97M-V/def2-TZVPD) results for C39H44HoN6PS3Se2 as an isolated structure.

Last column: Löwdin spin population.
Geometry (Å):
Ho  -0.23  0.43  0.74  4.044
C  0.09  2.52  2.64  -0.006
C  -0.37  1.31  3.28  -0.003
C  -1.76  1.21  3.06  -0.003
C  -2.17  2.33  2.30  -0.005
C  -1.05  3.13  2.05  -0.002
C  -1.07  4.52  1.48  0.000
C  -3.61  2.70  2.08  -0.001
C  -2.74  0.30  3.74  0.000
C  0.42  0.57  4.32  0.001
C  1.26  3.32  3.13  -0.001
H  -0.07  4.83  1.18  0.000
H  -1.43  5.23  2.23  0.000
H  -1.74  4.59  0.62  0.000
H  -4.18  1.89  1.63  0.000
H  -3.70  3.59  1.46  0.000
H  -4.08  2.93  3.04  0.000
H  -3.38  -0.23  3.03  0.000
H  -3.39  0.89  4.39  0.000
H  -2.24  -0.45  4.36  0.000
H  0.40  1.12  5.27  0.000
H  1.47  0.46  4.04  0.000
H  0.01  -0.42  4.52  0.000
H  1.80  3.84  2.33  0.000
H  1.98  2.70  3.67  0.000
H  0.90  4.09  3.82  0.000
S  -1.50  2.57  -3.47  0.000
C  -2.74  2.99  -2.36  0.000
C  -2.57  2.38  -1.16  0.000
C  -1.41  1.54  -1.05  -0.009
C  -0.74  1.56  -2.25  0.000
C  0.50  0.87  -2.58  0.000
C  1.08  0.96  -3.84  0.000
C  2.27  0.31  -4.10  0.000
C  2.85  -0.44  -3.08  0.000
C  2.21  -0.49  -1.86  0.000
N  1.08  0.16  -1.59  -0.003
H  -3.52  3.68  -2.66  0.000
H  -3.27  2.54  -0.35  0.000
H  0.59  1.53  -4.62  0.000
H  2.73  0.38  -5.07  0.000
H  3.79  -0.97  -3.23  0.000
H  2.64  -1.07  -1.06  0.000
Se  2.40  1.18  1.24  -0.003
Se  4.48  0.08  0.74  0.001
C  3.96  -1.51  1.68  0.000
C  4.69  -2.68  1.53  0.000
C  4.29  -3.80  2.24  0.000
C  3.20  -3.71  3.09  0.000
C  2.54  -2.49  3.18  0.000
N  2.91  -1.41  2.49  0.000
C  2.35  2.45  -0.19  0.000
C  3.42  2.80  -1.02  0.000
C  3.18  3.74  -2.01  0.000
C  1.92  4.31  -2.12  0.000
C  0.93  3.90  -1.24  0.000
N  1.14  2.97  -0.31  0.000
H  5.54  -2.70  0.86  0.000
H  4.83  -4.73  2.14  0.000
H  2.84  -4.55  3.66  0.000
H  1.69  -2.37  3.84  0.000
H  4.38  2.33  -0.90  0.000
H  3.98  4.02  -2.69  0.000
H  1.71  5.06  -2.87  0.000
H  -0.07  4.31  -1.30  0.000
S  -1.14  -1.93  2.00  -0.003
C  -1.04  -2.46  3.58  0.000
N  -0.97  -2.92  4.65  -0.001
C  -3.60  -0.99  -0.52  0.000
P  -1.90  -1.56  -0.92  -0.003
C  -2.24  -3.37  -0.87  -0.001
C  -1.84  -1.43  -2.75  0.000
C  -2.81  -0.78  -3.51  0.000
C  -2.69  -0.73  -4.90  0.000
C  -1.62  -1.34  -5.53  0.000
C  -0.66  -2.00  -4.78  0.000
C  -0.76  -2.04  -3.40  0.000
H  -3.71  0.08  -0.71  0.000
H  -3.75  -1.16  0.55  0.000
H  -4.34  -1.55  -1.08  0.000
H  -3.02  -3.61  -1.59  0.000
H  -2.56  -3.65  0.14  0.000
H  -1.33  -3.92  -1.12  0.000
H  -3.65  -0.29  -3.03  0.000
H  -3.44  -0.20  -5.48  0.000
H  -1.53  -1.30  -6.61  0.000
H  0.18  -2.48  -5.27  0.000
H  0.00  -2.53  -2.80  0.000
N  1.37  -5.76  -0.61  0.000
C  0.98  -4.70  0.14  0.000
N  0.26  -4.97  1.23  0.000
S  1.41  -3.14  -0.32  0.000
H  1.25  -6.71  -0.31  0.000
H  2.02  -5.57  -1.36  0.000
H  -0.10  -5.89  1.40  0.000
H  -0.18  -4.18  1.69  0.000

Computed properties:
Orbital gap (alpha / beta), eV: 6.2 / 6.2
<S²>: 6.01
2S+1: 5
HOMO energy (alpha / beta), eV: -6.786 / -6.808

***

DFT (wB97M-V/def2-TZVPD) results for C19H20AsInN4S4 as an isolated structure.

Last column: natural (NBO) charge in e.
Geometry (Å):
In  0.55  -1.31  0.06  1.196
C  -1.04  1.86  -0.58  -0.212
C  -0.45  1.46  -1.93  -0.451
C  -1.26  0.35  -2.56  0.239
C  -1.63  0.38  -3.89  -0.253
C  -2.36  -0.68  -4.41  -0.146
C  -2.70  -1.73  -3.57  -0.260
C  -2.30  -1.67  -2.24  0.072
N  -1.60  -0.65  -1.74  -0.473
N  -0.52  1.06  0.57  -0.432
C  -1.63  0.74  1.48  -0.265
C  -1.21  -0.21  2.57  0.225
C  -1.90  -0.28  3.76  -0.249
C  -1.51  -1.21  4.71  -0.133
C  -0.44  -2.04  4.43  -0.253
C  0.20  -1.92  3.21  0.092
N  -0.18  -1.01  2.31  -0.507
C  0.52  1.81  1.29  -0.262
C  1.83  1.74  0.56  0.210
C  2.50  2.84  0.08  -0.259
C  3.72  2.65  -0.56  -0.141
C  4.22  1.36  -0.69  -0.253
C  3.47  0.30  -0.19  0.092
N  2.30  0.50  0.42  -0.473
H  -2.12  1.72  -0.62  0.214
H  -0.86  2.92  -0.37  0.191
H  0.57  1.11  -1.80  0.244
H  -0.41  2.32  -2.59  0.223
H  -1.33  1.21  -4.52  0.216
H  -2.64  -0.69  -5.45  0.217
H  -3.25  -2.58  -3.93  0.224
H  -2.51  -2.48  -1.56  0.224
H  -2.42  0.27  0.89  0.246
H  -2.05  1.65  1.93  0.195
H  -2.74  0.39  3.94  0.223
H  -2.03  -1.28  5.66  0.224
H  -0.10  -2.78  5.14  0.232
H  1.02  -2.56  2.91  0.255
H  0.67  1.34  2.26  0.234
H  0.21  2.85  1.46  0.192
H  2.09  3.83  0.20  0.221
H  4.28  3.49  -0.95  0.222
H  5.16  1.17  -1.18  0.232
H  3.78  -0.73  -0.30  0.252
S  -0.70  -3.48  0.17  -0.737
As  1.28  -4.33  -0.40  0.648
S  2.49  -2.92  0.78  -0.741
S  1.58  -1.35  -2.22  -0.474
S  1.45  -3.40  -2.51  -0.283

Computed properties:
Orbital gap, eV: 6.9
HOMO energy, eV: -6.651

***

DFT (wB97M-V/def2-TZVPD) results for C24H38F5GeN3ReSeSi as an isolated structure.

Last column: Löwdin spin population.
Geometry (Å):
Re  -0.53  0.34  -0.59  2.409
C  -3.32  0.22  0.76  0.020
N  -2.55  1.11  -0.13  0.058
C  -3.36  1.39  -1.35  0.014
C  -2.26  2.41  0.54  0.014
C  -1.25  3.17  -0.30  0.020
N  -0.22  2.21  -0.78  0.050
C  0.96  2.78  -1.32  0.019
C  1.33  2.53  -2.64  0.003
F  0.52  1.78  -3.40  0.004
C  2.49  3.06  -3.18  0.000
F  2.79  2.77  -4.44  0.000
C  3.31  3.87  -2.43  -0.001
C  2.95  4.15  -1.13  0.001
F  3.71  4.93  -0.37  0.000
C  1.79  3.61  -0.58  0.001
F  1.49  3.90  0.69  0.001
H  -4.27  0.68  1.02  0.003
H  -2.75  0.05  1.68  0.001
H  -3.51  -0.73  0.26  0.002
H  -4.17  2.06  -1.09  0.001
H  -3.78  0.46  -1.72  0.001
H  -2.74  1.84  -2.13  0.003
H  -1.86  2.19  1.53  0.001
H  -3.19  2.97  0.66  0.003
H  -0.76  3.93  0.32  -0.001
H  -1.70  3.67  -1.15  0.004
H  4.21  4.29  -2.85  0.000
C  -0.86  -2.84  -3.88  0.002
Si  -0.29  -1.07  -3.71  0.018
C  1.18  -0.66  -4.79  0.002
C  -1.76  0.01  -4.08  0.006
N  0.11  -0.89  -1.89  0.049
C  0.94  -1.95  -1.38  0.026
C  1.91  -2.66  -2.08  0.007
C  2.61  -3.69  -1.46  0.000
C  2.37  -4.03  -0.14  0.008
C  1.42  -3.33  0.60  -0.001
C  0.77  -2.33  -0.06  0.015
F  -0.16  -1.50  0.62  0.034
H  -1.22  -2.97  -4.90  0.000
H  -1.69  -3.07  -3.21  0.000
H  -0.08  -3.58  -3.72  0.000
H  0.79  -0.22  -5.71  0.000
H  1.75  -1.54  -5.08  0.000
H  1.86  0.08  -4.36  0.000
H  -2.12  -0.32  -5.06  0.000
H  -1.57  1.08  -4.16  0.000
H  -2.58  -0.17  -3.39  0.002
H  2.14  -2.42  -3.10  0.000
H  3.35  -4.23  -2.02  0.000
H  2.91  -4.84  0.32  0.000
H  1.22  -3.55  1.64  0.000
C  0.54  -2.56  4.15  0.000
Ge  -0.39  -1.00  4.87  0.001
C  -0.19  -0.81  6.79  0.000
C  -2.27  -1.11  4.33  0.000
C  0.39  0.69  4.13  0.031
Se  0.57  1.15  2.24  0.138
C  2.27  0.29  1.89  0.012
H  0.35  -3.42  4.79  0.000
H  1.62  -2.41  4.11  0.000
H  0.16  -2.79  3.16  0.000
H  -0.61  -1.68  7.30  0.000
H  -0.70  0.07  7.16  0.000
H  0.87  -0.74  7.07  0.000
H  -2.74  -1.97  4.79  0.000
H  -2.34  -1.24  3.25  0.000
H  -2.83  -0.22  4.62  0.000
H  1.41  0.82  4.50  0.005
H  -0.19  1.53  4.54  0.001
H  2.21  -0.77  2.12  0.001
H  3.03  0.77  2.50  0.002
H  2.52  0.42  0.83  0.003

Computed properties:
Total charge: +2
Orbital gap (alpha / beta), eV: 6.6 / 6.2
Relative energy (zero: lowest compared OMol25 entry of this formula, charge and spin), kcal/mol: 26.2
<S²>: 3.78
2S+1: 4
HOMO energy (alpha / beta), eV: -13.940 / -14.111

***

DFT (wB97M-V/def2-TZVPD) results for C26H32As2N2O12Pt as an isolated structure.

Last column: Löwdin spin population.
Geometry (Å):
Pt  -0.91  0.45  0.18  1.074
O  -2.41  -0.08  4.39  0.001
C  -1.85  -0.24  3.13  0.004
O  -0.66  -0.21  2.89  0.024
C  -2.96  -0.43  2.20  0.019
C  -4.24  -0.67  2.76  0.003
C  -5.34  -0.93  1.94  0.009
C  -5.16  -0.79  0.56  0.003
C  -3.87  -0.64  0.06  0.013
N  -2.74  -0.47  0.84  0.123
C  -3.77  -0.68  -1.43  0.002
O  -2.64  -1.20  -1.99  0.010
O  -4.69  -0.22  -2.07  -0.001
H  -1.66  0.09  5.03  0.000
H  -4.28  -0.76  3.80  0.001
H  -6.31  -1.06  2.45  0.000
H  -5.93  -0.94  -0.16  0.000
H  -1.88  -0.99  -1.36  0.012
C  2.48  2.48  3.77  0.000
O  2.74  1.33  2.94  0.002
C  1.96  1.37  1.82  0.002
O  1.32  2.36  1.52  0.021
C  2.26  0.20  0.92  0.024
C  3.13  -0.84  1.07  0.044
As  4.08  -1.55  -0.41  0.047
C  4.24  -3.44  0.17  0.007
C  2.68  -2.05  -1.74  0.028
C  1.71  -1.22  -2.13  0.031
As  1.16  0.08  -0.68  0.201
C  1.72  1.59  -1.84  0.072
C  1.11  -1.51  -3.49  0.001
O  1.62  -1.81  -4.56  0.002
O  -0.22  -1.34  -3.41  0.003
C  -0.99  -1.60  -4.59  0.000
C  2.71  -3.47  -2.24  0.003
O  1.88  -4.38  -1.96  0.008
O  3.85  -3.76  -2.97  0.000
C  4.18  -5.16  -3.13  0.000
C  3.36  -1.60  2.40  0.002
O  2.66  -2.40  2.98  0.008
O  4.67  -1.34  2.84  0.000
C  5.04  -2.16  3.97  0.000
H  2.09  3.33  3.21  0.000
H  3.37  2.70  4.37  0.000
H  1.67  2.29  4.50  0.000
H  4.96  -3.46  1.00  0.000
H  4.80  -4.01  -0.59  0.000
H  3.28  -3.89  0.47  0.001
H  2.79  1.52  -2.04  0.009
H  1.41  2.47  -1.34  0.000
H  1.23  1.43  -2.82  0.000
H  -1.92  -2.05  -4.23  0.000
H  -0.46  -2.30  -5.22  0.000
H  -1.29  -0.67  -5.06  0.000
H  4.47  -5.38  -4.13  0.000
H  3.27  -5.75  -2.87  0.000
H  5.09  -5.35  -2.53  0.000
H  5.61  -1.51  4.62  0.000
H  5.73  -2.96  3.64  0.000
H  4.19  -2.52  4.55  0.000
C  -4.15  3.71  -1.62  -0.001
C  -3.08  4.29  -0.65  0.004
C  -2.24  5.46  -1.31  0.003
C  -3.71  4.77  0.71  0.003
C  -2.22  3.14  -0.25  0.048
N  -1.96  2.01  -0.11  0.126
H  -4.65  4.54  -2.18  0.000
H  -5.01  3.34  -1.03  0.000
H  -3.78  2.92  -2.31  0.000
H  -2.84  6.18  -1.86  0.000
H  -1.54  5.09  -2.04  0.000
H  -1.61  6.01  -0.55  0.000
H  -4.31  5.69  0.63  0.001
H  -2.90  5.03  1.46  0.000
H  -4.36  3.95  1.11  0.000

Computed properties:
Total charge: +2
Orbital gap (alpha / beta), eV: 7.8 / 5.0
<S²>: 2.01
2S+1: 3
HOMO energy (alpha / beta), eV: -14.633 / -14.672

***

no.,electronic energy (eV)
1,-248384.976
2,-135345.083
3,-175416.344
4,-179933.533